[1]
ORCA calculation (ωB97M-V with the def2-TZVPD basis set) on C48H95BeCu2F9N5O18S4 as an isolated structure at a distorted geometry.

Geometry (Å):
Be  9.07  4.03  -7.17
Cu  12.83  6.20  -8.33
Cu  12.39  6.23  -3.42
C  13.70  2.17  -5.76
F  13.23  1.42  -4.78
F  15.01  2.46  -5.67
F  13.52  1.52  -6.96
S  12.72  3.76  -5.83
O  13.38  4.53  -6.97
O  11.29  3.50  -6.00
O  12.87  4.51  -4.57
C  16.64  6.58  -5.91
F  16.57  5.35  -6.28
F  17.33  6.88  -4.80
F  17.21  7.28  -6.91
S  14.89  7.34  -5.62
O  15.21  8.76  -5.38
O  14.11  7.14  -6.85
O  14.27  6.68  -4.45
C  8.00  4.79  -2.19
F  7.46  5.98  -2.40
F  8.43  4.73  -0.96
F  7.11  3.82  -2.34
S  9.38  4.37  -3.38
O  8.78  4.46  -4.72
O  10.44  5.41  -3.25
O  9.96  3.02  -3.15
S  10.65  5.17  -9.64
O  10.80  4.00  -10.52
O  9.28  5.40  -9.24
O  11.19  4.82  -8.31
O  11.47  6.34  -9.99
C  12.25  -1.52  -0.88
C  11.19  -1.50  -2.03
C  10.86  -2.99  -2.35
C  9.96  -3.61  -1.31
C  8.67  -2.79  -1.27
C  8.81  -1.27  -1.01
N  9.93  -0.69  -1.76
O  10.05  0.63  -1.48
C  7.44  -0.58  -1.39
C  9.00  -1.13  0.54
C  11.84  -1.02  -3.37
H  11.86  -1.87  0.07
H  12.62  -0.51  -0.75
H  13.05  -2.23  -1.10
H  10.50  -3.14  -3.37
H  11.79  -3.56  -2.30
H  10.48  -3.66  -0.35
H  9.72  -4.64  -1.58
H  8.20  -3.32  -0.45
H  8.20  -2.96  -2.25
H  7.13  -0.48  -2.43
H  6.57  -0.91  -0.82
H  7.49  0.46  -1.10
H  9.06  -0.09  0.84
H  8.10  -1.52  1.03
H  9.82  -1.76  0.87
H  12.81  -1.47  -3.59
H  12.16  0.03  -3.38
H  11.18  -1.03  -4.23
H  9.68  1.05  -2.26
C  9.08  1.10  -11.61
C  8.55  0.35  -10.36
C  8.47  -1.18  -10.64
C  9.82  -1.98  -10.61
C  10.45  -1.61  -9.24
C  10.61  -0.08  -8.94
N  9.33  0.67  -9.13
O  9.35  2.04  -8.90
C  10.93  0.07  -7.38
C  11.75  0.52  -9.76
C  7.05  0.70  -10.18
H  10.15  0.96  -11.78
H  8.97  2.16  -11.38
H  8.68  0.86  -12.60
H  7.78  -1.57  -9.89
H  8.21  -1.41  -11.67
H  10.51  -1.72  -11.40
H  9.63  -3.05  -10.67
H  11.33  -2.24  -9.07
H  9.71  -1.98  -8.54
H  11.15  1.11  -7.11
H  10.20  -0.32  -6.68
H  11.83  -0.52  -7.19
H  11.92  1.58  -9.89
H  12.70  0.16  -9.37
H  11.73  0.10  -10.76
H  6.39  0.29  -10.94
H  6.92  1.78  -10.08
H  6.73  0.35  -9.20
H  9.68  2.35  -9.75
C  15.78  -0.43  -9.14
C  15.87  -1.18  -10.51
C  15.86  -0.19  -11.72
C  17.25  0.53  -11.98
C  18.41  -0.45  -12.10
C  18.50  -1.54  -10.99
N  17.15  -2.06  -10.68
O  17.09  -3.19  -9.92
C  19.42  -2.67  -11.63
C  19.13  -0.91  -9.79
C  14.66  -2.02  -10.81
H  16.42  0.44  -9.01
H  16.01  -1.18  -8.38
H  14.74  -0.14  -9.04
H  15.61  -0.69  -12.66
H  15.12  0.59  -11.62
H  17.47  1.23  -11.17
H  17.20  1.25  -12.79
H  19.26  0.24  -12.10
H  18.42  -0.88  -13.10
H  19.38  -2.79  -12.71
H  20.43  -2.27  -11.52
H  19.40  -3.61  -11.08
H  18.51  -0.12  -9.39
H  19.20  -1.57  -8.93
H  20.06  -0.37  -10.01
H  13.85  -1.31  -10.98
H  14.32  -2.67  -10.00
H  14.70  -2.67  -11.68
H  17.16  -3.90  -10.56
C  14.01  3.43  -10.43
C  14.58  4.73  -11.05
C  13.67  5.00  -12.25
C  14.10  6.31  -12.89
C  14.05  7.45  -11.85
C  14.94  7.21  -10.66
N  14.53  5.89  -10.08
O  15.26  5.66  -8.93
C  16.46  7.33  -11.09
C  14.65  8.37  -9.67
C  15.97  4.23  -11.49
H  14.47  3.09  -9.51
H  13.78  2.60  -11.11
H  13.00  3.62  -10.05
H  13.72  4.16  -12.94
H  12.61  4.99  -12.00
H  13.34  6.47  -13.66
H  15.04  6.25  -13.44
H  12.99  7.47  -11.59
H  14.26  8.42  -12.32
H  16.72  6.88  -12.05
H  16.91  8.30  -11.29
H  17.13  6.88  -10.36
H  15.11  9.30  -10.02
H  13.58  8.44  -9.43
H  15.24  8.26  -8.77
H  16.73  4.27  -10.71
H  16.47  4.91  -12.17
H  16.01  3.28  -12.02
H  16.14  5.66  -9.32
C  12.16  2.86  0.50
C  12.92  4.17  0.30
C  13.93  4.47  1.45
C  15.24  3.61  1.40
C  15.89  3.83  -0.05
C  14.96  3.64  -1.29
N  13.67  4.31  -0.99
O  12.78  4.20  -2.06
C  15.62  4.42  -2.49
C  14.84  2.13  -1.68
C  11.89  5.37  0.50
H  11.55  2.93  1.40
H  12.83  2.02  0.63
H  11.51  2.65  -0.35
H  14.21  5.52  1.51
H  13.46  4.16  2.38
H  14.89  2.60  1.60
H  15.95  3.86  2.20
H  16.71  3.12  -0.17
H  16.38  4.80  0.00
H  16.56  3.99  -2.83
H  15.19  4.47  -3.49
H  15.86  5.46  -2.24
H  15.66  1.55  -2.10
H  14.58  1.52  -0.81
H  13.98  1.94  -2.32
H  11.46  5.24  1.49
H  10.93  5.43  -0.02
H  12.34  6.37  0.46
H  12.49  3.29  -2.03

charge = +2
2S+1 = 4
gap between HOMO and LUMO (spin up / spin down) = 4.1 / 3.6 eV
highest occupied orbital energy (spin up / spin down) = -11.5 / -11.5 eV

Results of the Löwdin charge analysis, in e, for atoms 1 through 8: number 1, Be, carries 1.2201; number 2, Cu, carries 0.8367; number 3, Cu, carries 0.4820; number 4, C, carries -0.5903; number 5, F, carries 0.1414; number 6, F, carries 0.1499; number 7, F, carries 0.0845; number 8, S, carries 0.6441

***

[2]
ORCA calculation (ωB97M-V with the def2-TZVPD basis set) on a 4-piece molecular cluster, C48H95N2O14P3Si overall at a distorted geometry.

Geometry (Å):
C  4.78  -0.95  4.48
C  4.74  -2.09  4.09
C  4.49  -3.54  3.59
C  4.96  -4.39  4.87
N  6.04  -3.57  5.44
C  6.22  -3.73  6.89
C  5.54  -2.54  7.67
C  3.58  -4.43  5.60
O  3.42  -4.98  6.65
N  2.54  -3.79  4.85
C  2.92  -3.56  3.43
C  2.26  -4.79  2.70
C  0.74  -4.49  2.53
C  -0.15  -5.75  2.31
C  -1.65  -5.24  2.37
C  -2.64  -6.13  1.56
C  -3.86  -5.34  0.96
C  -4.28  -4.06  1.73
C  -4.78  -4.29  3.19
Si  -6.07  -2.99  3.73
C  -6.78  -3.34  5.45
C  -7.44  -3.04  2.38
C  -5.23  -1.29  3.57
C  -3.93  -1.02  4.05
C  -3.37  0.27  3.85
C  -4.05  1.30  3.17
C  -5.36  1.01  2.71
C  -5.96  -0.26  2.89
O  2.52  -2.32  2.91
C  2.79  -2.18  1.52
C  2.59  -0.65  1.19
C  1.06  -0.43  0.93
C  3.51  -0.18  0.03
C  3.29  1.38  -0.14
C  5.04  -0.38  0.36
H  4.60  0.07  4.81
H  5.12  -3.58  2.69
H  5.44  -5.33  4.54
H  6.92  -3.69  4.94
H  5.83  -4.69  7.28
H  7.30  -3.68  7.16
H  4.45  -2.67  7.76
H  5.80  -1.60  7.14
H  6.00  -2.47  8.68
H  1.80  -4.48  5.00
H  2.80  -4.90  1.73
H  2.36  -5.74  3.26
H  0.39  -4.02  3.47
H  0.50  -3.77  1.72
H  0.04  -6.57  3.02
H  0.00  -6.17  1.29
H  -1.61  -4.23  1.91
H  -1.98  -5.13  3.42
H  -3.05  -6.93  2.21
H  -2.07  -6.62  0.75
H  -4.73  -6.04  0.93
H  -3.63  -5.05  -0.08
H  -5.11  -3.60  1.13
H  -3.48  -3.30  1.71
H  -3.89  -4.23  3.87
H  -5.24  -5.30  3.26
H  -5.99  -3.47  6.21
H  -7.31  -4.31  5.40
H  -7.52  -2.57  5.77
H  -7.62  -4.09  2.08
H  -8.36  -2.51  2.71
H  -7.03  -2.47  1.53
H  -3.35  -1.79  4.58
H  -2.35  0.42  4.24
H  -3.58  2.27  3.00
H  -5.93  1.78  2.18
H  -6.97  -0.41  2.49
H  2.07  -2.71  0.87
H  3.80  -2.52  1.21
H  2.82  -0.13  2.15
H  0.54  -0.11  1.85
H  0.53  -1.34  0.57
H  0.86  0.37  0.18
H  3.24  -0.77  -0.87
H  2.55  1.53  -0.95
H  4.26  1.87  -0.32
H  2.91  1.77  0.83
H  5.17  -0.15  1.44
H  5.67  0.24  -0.30
H  5.28  -1.46  0.27
O  -1.62  4.14  -3.57
P  -0.15  4.33  -3.76
O  -0.08  4.27  -5.41
C  -0.86  5.21  -6.16
C  -0.18  6.56  -6.24
O  0.32  2.79  -3.36
C  -0.46  2.02  -2.44
C  -1.35  1.05  -3.20
O  1.43  4.80  -3.62
C  2.49  4.12  -4.31
C  2.92  4.86  -5.56
H  -1.85  5.31  -5.72
H  -0.98  4.80  -7.16
H  0.13  6.91  -5.25
H  -0.85  7.30  -6.68
H  0.72  6.51  -6.85
H  -1.05  2.67  -1.79
H  0.23  1.47  -1.81
H  -1.87  1.52  -4.03
H  -2.09  0.60  -2.52
H  -0.74  0.24  -3.62
H  2.25  3.09  -4.54
H  3.34  4.11  -3.61
H  2.24  4.65  -6.39
H  3.91  4.54  -5.88
H  2.92  5.94  -5.41
O  -6.74  -2.82  -1.31
P  -6.59  -3.48  -2.65
O  -6.80  -2.13  -3.58
C  -5.89  -1.05  -3.37
C  -4.57  -1.29  -4.08
O  -8.11  -4.15  -2.70
C  -8.76  -4.54  -1.48
C  -9.75  -3.48  -1.05
O  -6.20  -4.39  -3.98
C  -7.00  -4.39  -5.17
C  -6.43  -3.50  -6.25
H  -5.72  -0.89  -2.30
H  -6.36  -0.14  -3.75
H  -4.17  -2.28  -3.85
H  -3.84  -0.53  -3.79
H  -4.70  -1.23  -5.16
H  -8.03  -4.74  -0.70
H  -9.28  -5.48  -1.68
H  -9.33  -2.47  -1.10
H  -10.10  -3.66  -0.04
H  -10.62  -3.48  -1.72
H  -8.04  -4.13  -4.97
H  -7.00  -5.42  -5.53
H  -6.68  -2.46  -6.07
H  -6.84  -3.77  -7.22
H  -5.34  -3.57  -6.28
O  7.39  9.64  -2.45
P  6.68  8.32  -2.56
O  6.03  8.25  -1.04
C  5.18  9.31  -0.61
C  3.77  9.14  -1.16
O  8.01  7.35  -2.39
C  9.29  7.81  -2.83
C  10.10  8.31  -1.64
O  5.82  7.00  -3.08
C  5.78  5.78  -2.34
C  4.51  5.64  -1.53
H  5.58  10.27  -0.91
H  5.16  9.29  0.48
H  3.77  8.97  -2.24
H  3.17  10.03  -0.95
H  3.27  8.29  -0.70
H  9.19  8.58  -3.59
H  9.80  6.97  -3.29
H  9.51  8.97  -1.00
H  10.99  8.84  -1.98
H  10.42  7.47  -1.02
H  6.65  5.65  -1.70
H  5.81  4.98  -3.08
H  4.57  6.21  -0.60
H  4.34  4.60  -1.25
H  3.64  6.02  -2.08

charge = 0
2S+1 = 1
relative energy (zero: lowest compared OMol25 entry of this formula, charge and spin) = 0.000 eV
gap between HOMO and LUMO = 7.1 eV
highest occupied orbital energy = -8.2 eV
structure (SMILES) = C#C[C@H]1[C@@H](NCC)C(=O)N[C@@]1(CCCCCCCC[Si](C)(C)c1ccccc1)OC[C@H](C)C(C)C.CCOP(=O)(OCC)OCC.CCOP(=O)(OCC)OCC.CCOP(=O)(OCC)OCC

Results of the Löwdin charge analysis, in e, for atoms 1 through 8: number 1, C, carries 0.1039; number 2, C, carries -0.0996; number 3, C, carries -0.1117; number 4, C, carries -0.1627; number 5, N, carries -0.0689; number 6, C, carries -0.2527; number 7, C, carries -0.0881; number 8, C, carries -0.3839

***

> Among the records above, which one has the highest charge?

C48H95BeCu2F9N5O18S4

***

> Which formula does entry 2 have?

C48H95N2O14P3Si

***

> Among the records above, which one has the lowest charge?

C48H95N2O14P3Si